{"formula": "CH6OS", "method": "ωB97M-V/def2-TZVPD", "elements": ["S", "C", "H", "H", "H", "H", "O", "H", "H"], "positions_angstrom": [[-1.041925, -2.237128, 0.967207], [-1.516268, -1.404673, -0.525105], [0.144807, -2.664771, 0.486301], [-0.685538, -1.000354, -1.127620], [-2.223014, -0.586554, -0.306492], [-2.039997, -2.172821, -1.118622], [2.469500, 3.585816, 0.869489], [1.900197, 2.798532, 0.713457], [2.992238, 3.681953, 0.041385]], "atomic_forces_ev_per_a": [[0.9, -0.1, 0.7], [-0.8, 0.0, -1.4], [-0.3, 0.0, 0.3], [-0.3, -0.2, 0.5], [0.3, -0.4, 0.0], [0.1, 0.7, -0.1], [0.0, -0.7, -1.0], [0.6, 0.8, 0.1], [-0.6, -0.1, 0.9]], "nbo_charge": [-0.027, -0.759, 0.119, 0.224, 0.227, 0.215, -0.939, 0.470, 0.469], "orbital_gap_ha": 0.355, "max_force_ev_per_a": 1.6, "smiles": "CS.O", "e_tot_ha": -515.1015, "e_above_lowest_kcal_mol": 5.1}


{"formula": "CH6OS2", "method": "ωB97M-V/def2-TZVPD", "elements": ["S", "S", "H", "H", "C", "O", "H", "H", "H", "H"], "positions_angstrom": [[1.343693, -1.000234, -1.732418], [0.955088, 0.927240, -2.374515], [2.673194, -0.932262, -1.843931], [1.080331, 1.552262, -1.202113], [-1.266272, -0.340313, 1.111622], [-0.335028, 0.701010, 0.854649], [-2.138197, 0.041723, 1.658733], [-0.800664, -1.157000, 1.680311], [-1.568190, -0.736346, 0.144768], [0.056048, 0.943921, 1.702891]], "atomic_forces_ev_per_a": [[-0.1, 0.3, 0.0], [0.0, -0.3, -0.2], [0.2, -0.1, 0.0], [-0.1, 0.0, 0.2], [0.1, -0.1, 0.1], [0.2, 0.1, 0.3], [0.1, -0.2, -0.1], [-0.1, 0.1, -0.1], [-0.1, 0.0, 0.0], [0.0, 0.0, -0.2]], "nbo_charge": [-0.127, -0.133, 0.122, 0.138, -0.248, -0.728, 0.163, 0.164, 0.186, 0.463], "orbital_gap_ha": 0.362, "max_force_ev_per_a": 0.4, "smiles": "CO.SS", "e_tot_ha": -913.2820, "e_above_lowest_kcal_mol": 12.8}


{"formula": "CH6P2", "method": "ωB97M-V/def2-TZVPD", "elements": ["C", "P", "P", "H", "H", "H", "H", "H", "H"], "positions_angstrom": [[-0.067125, -0.019122, -1.742551], [0.485855, 0.540319, 1.854073], [-1.156664, -0.787160, 1.327191], [-0.232172, 1.023103, -1.490709], [-0.745335, -0.404296, -2.410797], [0.908551, -0.337044, -1.549397], [1.023898, -0.131462, 2.928945], [1.260849, 0.111194, 0.736847], [-1.477857, 0.004467, 0.346399]], "atomic_forces_ev_per_a": [[0.1, 2.3, 1.2], [-0.7, 0.9, -0.9], [0.7, -1.9, 2.4], [-0.1, -0.1, 0.1], [-1.1, -1.3, -1.4], [1.1, -1.0, 0.0], [0.6, -0.8, 0.2], [0.3, 0.0, 0.6], [-0.9, 1.9, -2.3]], "nbo_charge": [-0.496, -0.024, 0.099, 0.159, 0.168, 0.167, -0.007, 0.008, -0.073], "orbital_gap_ha": [0.297, 0.286], "max_force_ev_per_a": 3.2, "e_tot_ha": -724.2376, "e_above_lowest_kcal_mol": 76.4}


{"formula": "CH6P2S", "method": "ωB97M-V/def2-TZVPD", "elements": ["C", "P", "P", "S", "H", "H", "H", "H", "H", "H"], "positions_angstrom": [[0.324312, 1.076696, 0.108648], [-2.232383, -0.957803, -0.188502], [1.385026, -1.685232, -0.775846], [-0.193773, -0.704883, 0.171646], [1.288890, 1.151547, 0.600855], [0.393587, 1.399173, -0.923919], [-0.429205, 1.644829, 0.645357], [-1.890269, -1.463707, -1.430922], [0.507991, -2.690715, -1.135151], [-0.055208, -0.503006, 1.666458]], "atomic_forces_ev_per_a": [[-0.1, -0.5, -0.3], [-0.1, 0.1, 0.8], [0.2, 0.6, 0.2], [0.8, 1.8, 2.0], [0.1, 0.0, 0.0], [-0.1, -0.1, -0.2], [-0.1, -0.1, 0.0], [0.2, -0.3, -0.6], [-0.5, -0.6, 0.0], [-0.6, -1.0, -1.9]], "nbo_charge": [-0.756, -0.200, -0.186, 0.391, 0.227, 0.241, 0.234, -0.020, -0.018, 0.086], "orbital_gap_ha": 0.279, "max_force_ev_per_a": 2.8, "smiles": "C[SH](=P)=P", "e_tot_ha": -1122.4284, "e_above_lowest_kcal_mol": 82.2}